Record 1
Entry from OMol25: a molecular structure, C25H30N6O5PtS (wB97M-V/def2-TZVPD).

Summary:
Total charge: +2
E in eV: -59655.520
Maximum force in eV/Å: 0.9
Multiplicity: 5

Cartesian coordinates (Å):
1 Pt 0.166 -0.270 0.100
2 O -3.604 3.995 0.316
3 C -3.541 3.582 -0.959
4 C -4.399 4.227 -1.846
5 C -4.417 3.885 -3.175
6 C -3.575 2.882 -3.687
7 C -2.727 2.242 -2.842
8 C -2.681 2.565 -1.456
9 C -1.757 1.818 -0.655
10 O -0.967 0.978 -1.221
11 N -1.728 2.018 0.697
12 N -0.814 1.309 1.291
13 C -0.798 1.375 2.625
14 C 0.212 0.896 3.441
15 C 0.095 1.087 4.851
16 C 1.119 0.774 5.675
17 C 2.341 0.246 5.129
18 C 2.500 0.042 3.797
19 C 1.436 0.331 2.898
20 O 1.606 0.091 1.655
21 H -2.990 3.475 0.841
22 H -5.040 5.004 -1.445
23 H -5.099 4.400 -3.843
24 H -3.603 2.622 -4.737
25 H -2.072 1.464 -3.213
26 H -1.622 1.906 3.089
27 H -0.823 1.508 5.250
28 H 1.032 0.939 6.744
29 H 3.157 0.003 5.802
30 H 3.420 -0.352 3.380
31 N 0.119 -3.989 -2.792
32 C -0.199 -3.303 -1.708
33 N -0.397 -3.938 -0.567
34 S -0.393 -1.585 -1.888
35 H 0.146 -4.999 -2.804
36 H 0.264 -3.505 -3.664
37 H -0.365 -4.944 -0.508
38 H -0.632 -3.396 0.258
39 C -3.186 -1.202 0.896
40 C -2.424 -1.975 1.946
41 O -1.017 -2.107 1.578
42 C -0.255 -2.680 2.680
43 C 1.122 -3.128 2.240
44 H -4.250 -1.440 0.969
45 H -2.857 -1.477 -0.111
46 H -3.082 -0.125 1.023
47 H -2.831 -2.980 2.049
48 H -2.478 -1.496 2.925
49 H -0.816 -3.535 3.057
50 H -0.208 -1.942 3.482
51 H 1.079 -4.032 1.629
52 H 1.733 -3.346 3.119
53 H 1.630 -2.352 1.676
54 N 5.333 1.433 -4.677
55 C 4.700 0.301 -4.286
56 O 4.808 -0.783 -4.819
57 C 3.772 0.416 -3.102
58 C 2.759 1.362 -3.037
59 C 1.835 1.287 -2.012
60 N 1.920 0.334 -1.070
61 C 2.931 -0.556 -1.102
62 C 3.866 -0.548 -2.106
63 H 5.978 1.379 -5.448
64 H 5.289 2.284 -4.149
65 H 2.649 2.127 -3.799
66 H 1.003 1.975 -1.947
67 H 2.973 -1.283 -0.297
68 H 4.651 -1.296 -2.136

Which charges does Mulliken predict for the atoms? In e, they are: Pt 2.636; O -0.607; C 0.668; C -0.730; C -0.328; C -0.941; C -0.580; C 0.275; C 0.562; O -0.321; N -0.717; N -0.245; C -0.424; C 0.595; C -1.048; C -0.685; C -0.432; C -0.427; C 0.674; O -0.921; H 0.429; H 0.471; H 0.408; H 0.452; H 0.387; H 0.404; H 0.443; H 0.450; H 0.441; H 0.489; N -0.379; C 0.806; N -0.149; S -0.392; H 0.215; H 0.227; H 0.253; H -0.079; C -0.940; C -0.435; O -0.476; C -0.452; C -1.067; H 0.505; H 0.141; H 0.143; H 0.426; H 0.399; H 0.487; H 0.380; H 0.452; H 0.385; H 0.007; N -0.361; C 0.069; O -0.563; C 0.555; C -0.678; C -0.270; N -0.136; C -0.177; C -0.723; H 0.247; H 0.211; H 0.486; H 0.557; H 0.442; H 0.505

Record 2
Entry from OMol25: a molecular structure, C25H31Br2GdN5O4S3 (wB97M-V/def2-TZVPD).

Summary:
Total charge: +1
ΔE to the lowest compared entry with this formula, charge and spin in kJ/mol: 167.4
Maximum force in eV/Å: 4.4
Multiplicity: 8

Cartesian coordinates (Å):
1 Gd -4.867 5.428 17.107
2 O -2.900 6.001 18.129
3 N -2.678 6.362 19.421
4 C -1.404 6.816 19.673
5 C -1.063 7.272 20.891
6 C -2.081 7.339 21.860
7 C -3.237 6.738 21.663
8 C -3.602 6.234 20.375
9 S -5.139 5.573 19.929
10 H -0.923 6.891 18.718
11 H -0.031 7.463 20.964
12 H -1.731 7.855 22.790
13 H -3.954 6.555 22.426
14 Br -1.474 3.294 20.180
15 C -2.580 2.477 21.507
16 Br -4.254 1.672 20.653
17 H -2.937 3.199 22.258
18 H -2.138 1.559 21.944
19 O -9.445 6.336 16.933
20 C -9.932 5.008 16.828
21 C -11.332 4.957 16.709
22 C -11.995 3.742 16.470
23 C -11.235 2.639 16.289
24 C -9.822 2.708 16.407
25 C -9.123 3.901 16.731
26 C -7.642 3.878 16.846
27 O -7.051 5.026 17.034
28 N -7.023 2.728 16.680
29 N -5.683 2.942 16.688
30 C -4.871 1.938 16.665
31 S -3.213 2.301 16.516
32 C -2.609 0.688 17.166
33 C -3.591 -0.265 16.476
34 S -5.357 0.279 16.756
35 H -8.502 6.235 17.080
36 H -11.884 5.830 16.811
37 H -13.047 3.608 16.427
38 H -11.735 1.706 16.030
39 H -9.153 1.863 16.261
40 H -2.737 0.765 18.282
41 H -1.549 0.599 16.877
42 H -3.459 -1.323 16.871
43 H -3.403 -0.262 15.415
44 C -5.179 4.633 13.688
45 C -3.955 5.546 13.770
46 O -3.389 5.428 15.060
47 C -2.102 5.993 15.102
48 C -1.081 5.007 14.693
49 H -5.753 4.816 12.745
50 H -5.847 4.845 14.504
51 H -4.801 3.625 13.705
52 H -4.188 6.639 13.634
53 H -3.224 5.384 12.944
54 H -2.000 6.457 16.074
55 H -2.159 6.819 14.436
56 H -1.128 4.734 13.628
57 H -1.254 4.124 15.272
58 H -0.060 5.414 14.867
59 N -6.180 11.623 15.081
60 C -5.970 10.344 15.356
61 C -4.729 9.803 15.743
62 C -4.558 8.519 16.106
63 N -5.589 7.638 16.094
64 C -6.747 8.048 15.617
65 C -6.957 9.378 15.200
66 H -5.398 12.215 14.931
67 H -7.128 11.898 14.978
68 H -3.924 10.531 15.863
69 H -3.565 8.245 16.421
70 H -7.554 7.407 15.665
71 H -7.978 9.710 14.927

Which charges does Mulliken predict for the atoms? In e, they are: Gd 0.240; O -0.236; N 0.413; C -0.294; C -0.638; C -0.381; C -0.842; C 0.572; S -0.373; H 0.435; H 0.476; H 0.316; H 0.517; Br -0.065; C -0.542; Br -0.112; H 0.323; H 0.392; O -0.694; C 1.013; C -0.887; C -0.263; C -0.848; C -0.550; C -0.149; C 0.959; O -0.520; N -0.901; N 0.741; C -0.125; S -0.022; C -0.385; C -0.636; S -0.010; H 0.229; H 0.533; H 0.437; H 0.366; H 0.504; H 0.064; H 0.366; H 0.382; H 0.338; C -0.940; C -0.499; O 0.602; C -0.160; C -1.316; H 0.433; H 0.062; H 0.283; H 0.246; H 0.441; H 0.019; H 0.477; H 0.333; H 0.150; H 0.406; N -0.448; C 1.207; C -0.999; C -0.225; N 0.202; C -0.595; C -1.038; H 0.205; H 0.198; H 0.312; H 0.476; H 0.771; H 0.255

Record 3
Entry from OMol25: 2 unconnected molecules or ions with the total composition C25H31Br2OSi (wB97M-V/def2-TZVPD).

Summary:
Total charge: +1
ΔE to the lowest compared entry with this formula, charge and spin in kJ/mol: 83.4
Maximum force in eV/Å: 1.3

Cartesian coordinates (Å):
1 C 2.967 2.842 -3.887
2 Si 2.055 2.495 -2.307
3 C 2.419 0.819 -1.589
4 C 2.345 3.744 -0.965
5 O 0.441 2.500 -2.792
6 C -0.705 2.397 -2.051
7 C -1.230 1.187 -1.707
8 C -2.689 0.884 -1.763
9 C -3.548 1.640 -2.797
10 C -3.734 3.131 -2.508
11 C -2.496 3.948 -2.848
12 C -1.379 3.722 -1.824
13 H 4.048 2.814 -3.716
14 H 2.720 2.094 -4.651
15 H 2.705 3.836 -4.273
16 H 3.375 0.830 -1.044
17 H 1.623 0.547 -0.881
18 H 2.469 0.064 -2.382
19 H 3.320 3.522 -0.505
20 H 2.363 4.767 -1.359
21 H 1.570 3.673 -0.190
22 H -0.573 0.352 -1.443
23 H -2.777 -0.188 -1.988
24 H -3.140 1.018 -0.763
25 H -3.109 1.529 -3.795
26 H -4.540 1.172 -2.826
27 H -4.581 3.506 -3.106
28 H -3.994 3.261 -1.450
29 H -2.138 3.674 -3.850
30 H -2.761 5.010 -2.861
31 H -1.804 3.711 -0.809
32 H -0.654 4.548 -1.875
33 Br 2.884 -5.964 -3.012
34 C 2.193 -4.790 -1.720
35 C 2.219 -3.406 -1.969
36 C 1.598 -2.539 -1.084
37 C 0.945 -3.008 0.085
38 C 0.314 -2.055 0.940
39 C -0.118 -2.373 2.233
40 C -0.007 -1.486 3.295
41 C -0.250 -1.826 4.664
42 C -0.387 -0.758 5.593
43 C -0.834 -0.989 6.886
44 C -1.090 -2.307 7.307
45 Br -1.848 -2.596 9.004
46 C -0.827 -3.389 6.451
47 C -0.405 -3.161 5.140
48 C 1.061 -4.401 0.393
49 C 1.651 -5.277 -0.518
50 H 2.722 -3.022 -2.850
51 H 1.629 -1.468 -1.272
52 H 0.235 -1.027 0.578
53 H -0.569 -3.355 2.413
54 H 0.263 -0.445 3.083
55 H -0.183 0.262 5.260
56 H -0.999 -0.163 7.570
57 H -0.970 -4.400 6.816
58 H -0.196 -3.996 4.470
59 H 0.687 -4.769 1.350
60 H 1.713 -6.340 -0.304

Which charges does natural (NBO) predict for the atoms? In e, they are: C -1.139; Si 1.901; C -1.152; C -1.156; O -0.858; C 0.378; C -0.322; C -0.434; C -0.392; C -0.398; C -0.387; C -0.474; H 0.242; H 0.250; H 0.255; H 0.245; H 0.216; H 0.232; H 0.242; H 0.252; H 0.243; H 0.175; H 0.216; H 0.196; H 0.202; H 0.212; H 0.214; H 0.192; H 0.206; H 0.212; H 0.209; H 0.230; Br 0.172; C -0.007; C -0.274; C -0.031; C -0.191; C 0.105; C -0.326; C 0.043; C -0.162; C -0.110; C -0.247; C -0.017; Br 0.152; C -0.245; C -0.123; C -0.094; C -0.252; H 0.250; H 0.232; H 0.233; H 0.232; H 0.226; H 0.230; H 0.249; H 0.248; H 0.224; H 0.225; H 0.250

Record 4
Entry from OMol25: a molecular structure, C25H31ClCsI2N4O5S2 (wB97M-V/def2-TZVPD).

Summary:
Total charge: -1
ΔE to the lowest compared entry with this formula, charge and spin in kJ/mol: 70.5
Maximum force in eV/Å: 0.8

Cartesian coordinates (Å):
1 Cs 1.377 -1.701 -0.398
2 C -1.851 2.640 1.120
3 C -2.305 1.222 0.927
4 N -3.220 1.028 0.053
5 N -3.778 -0.232 -0.058
6 C -3.237 -1.138 -0.755
7 S -1.712 -1.209 -1.634
8 S -4.117 -2.680 -0.961
9 C -5.757 -2.257 -0.318
10 C -5.899 -2.126 1.176
11 C -5.471 -3.133 2.034
12 C -5.659 -3.021 3.403
13 C -6.280 -1.898 3.934
14 C -6.704 -0.886 3.085
15 C -6.511 -1.000 1.716
16 C -1.675 0.186 1.791
17 C -2.438 -0.557 2.679
18 C -1.860 -1.473 3.552
19 C -0.481 -1.634 3.522
20 C 0.298 -0.912 2.633
21 C -0.255 0.018 1.717
22 O 0.479 0.635 0.848
23 H -2.284 3.285 0.358
24 H -2.169 2.982 2.109
25 H -0.762 2.687 1.086
26 H -6.079 -1.340 -0.807
27 H -6.384 -3.076 -0.679
28 H -4.962 -3.997 1.625
29 H -5.309 -3.808 4.060
30 H -6.419 -1.807 5.004
31 H -7.171 0.004 3.490
32 H -6.809 -0.194 1.055
33 H -3.511 -0.417 2.684
34 H -2.475 -2.040 4.236
35 H -0.003 -2.335 4.198
36 H 1.378 -1.036 2.632
37 I 0.630 0.468 -5.128
38 C -0.695 1.529 -3.850
39 I -0.219 1.351 -1.802
40 H -1.685 1.116 -4.004
41 H -0.623 2.579 -4.109
42 Cl 5.825 -1.716 -2.971
43 C 4.605 -3.048 -2.943
44 C 3.787 -3.142 -1.630
45 O 2.665 -3.665 -1.778
46 O 4.293 -2.682 -0.586
47 H 5.162 -3.969 -3.093
48 H 3.939 -2.881 -3.783
49 O 1.389 3.627 -3.146
50 O 2.671 3.898 -2.941
51 C 4.698 1.896 -2.411
52 C 3.368 1.163 -2.178
53 N 3.117 1.012 -0.748
54 C 4.256 0.395 -0.083
55 C 5.487 1.333 -0.151
56 N 5.123 2.455 -1.077
57 C 4.021 3.281 -0.465
58 C 2.855 2.318 -0.151
59 H 4.566 2.731 -3.097
60 H 5.499 1.231 -2.735
61 H 3.393 0.182 -2.657
62 H 2.569 1.763 -2.616
63 H 4.488 -0.564 -0.546
64 H 3.993 0.202 0.959
65 H 6.367 0.833 -0.555
66 H 5.734 1.784 0.809
67 H 5.931 3.052 -1.221
68 H 3.717 4.017 -1.209
69 H 4.438 3.761 0.420
70 H 1.939 2.738 -0.560
71 H 2.711 2.174 0.919

Which charges does Mulliken predict for the atoms? In e, they are: Cs 1.293; C -1.030; C 0.228; N -0.868; N 0.126; C 0.341; S -0.256; S -0.162; C -1.228; C 0.877; C -0.118; C -0.600; C -0.441; C -0.572; C -0.385; C -0.030; C 0.002; C -0.692; C -0.610; C 0.081; C -0.797; O -0.417; H 0.301; H 0.329; H 0.190; H 0.377; H 0.430; H 0.329; H 0.394; H 0.358; H 0.357; H 0.263; H 0.433; H 0.405; H 0.400; H 0.595; I -0.008; C -1.075; I 0.328; H 0.537; H 0.470; Cl -0.238; C -0.444; C 0.520; O -0.814; O -0.672; H 0.382; H 0.272; O -0.373; O -0.498; C -1.002; C 0.620; N 0.307; C -0.011; C -0.775; N -0.083; C -1.173; C -0.455; H 0.510; H 0.187; H 0.494; H -0.582; H -0.261; H 0.462; H 0.412; H 0.279; H 0.341; H 0.434; H 0.303; H 0.167; H 0.537